H26O13 | the ωB97M-V functional and the def2-TZVPD basis

Output
E_HOMO (eV): -10.82
Orbital gap (eV): 10.3
Strongest force on any atom (eV Å⁻¹): 1.2

Element x y z (Å)
H  0.517  0.162  -0.201
H  -0.285  -1.105  -0.446
H  0.517  2.249  -2.629
H  1.988  1.880  -2.738
H  0.404  0.745  3.759
H  -0.734  1.614  4.269
H  -2.990  -0.150  -2.012
H  -4.012  -1.268  -1.884
H  1.275  -4.223  0.296
H  0.917  -5.065  -0.917
H  2.380  3.371  -0.359
H  3.429  3.248  0.733
H  4.122  -1.144  -0.370
H  3.792  -2.025  -1.564
H  2.259  -1.569  3.957
H  3.011  -0.637  3.020
H  -3.159  0.303  0.449
H  -4.678  0.353  0.436
H  -1.963  -0.758  3.042
H  -1.000  -0.077  2.085
H  -0.890  3.789  0.189
H  -0.359  5.121  0.694
H  -2.060  -3.569  -3.589
H  -0.678  -4.125  -3.291
H  -0.330  2.143  -0.371
H  -1.054  0.840  -0.668
O  0.272  -0.460  -0.896
O  1.103  1.515  -2.847
O  -0.398  1.194  3.469
O  -3.758  -0.531  -2.452
O  0.863  -5.057  0.045
O  3.213  2.934  -0.152
O  4.532  -1.602  -1.113
O  2.224  -0.685  3.574
O  -3.921  0.407  1.030
O  -1.899  -0.419  2.143
O  -0.279  4.499  -0.038
O  -1.191  -3.696  -3.985
O  -1.179  1.796  -0.667

Force components x, y, z for each atom (eV/Å):
0.4 -0.2 0.0
0.1 -0.3 0.1
-0.2 -0.1 -0.1
0.0 -0.1 -0.1
0.3 0.0 0.0
-0.1 0.0 -0.2
0.0 0.1 -0.2
-0.1 0.0 -0.1
0.0 -0.1 0.0
0.0 -0.1 0.1
0.0 0.1 0.0
0.0 0.0 -0.1
0.1 0.1 -0.2
0.1 0.1 -0.1
-0.1 0.1 0.0
-0.1 0.1 0.1
0.0 0.1 0.4
-0.1 0.2 0.0
0.0 0.2 -0.2
-0.3 0.1 0.4
-0.3 0.1 -0.1
0.1 0.0 -0.1
0.0 0.1 -0.1
0.0 0.0 -0.1
0.1 -0.1 -0.2
0.1 0.1 -0.4
-0.2 -0.4 0.3
0.2 0.3 0.1
0.6 0.3 0.5
0.0 -0.1 0.2
0.0 0.2 -0.1
-0.1 0.0 0.1
-0.2 -0.1 0.2
0.0 -0.1 -0.1
-0.8 0.0 -0.6
0.6 -0.9 -0.5
0.2 -0.1 0.2
0.0 -0.1 0.2
-0.4 0.6 0.3

Atomic charges from the natural (NBO) analysis, expressed in e, are listed below: 0.46 0.47 0.47 0.47 0.49 0.48 0.47 0.46 0.47 0.47 0.48 0.47 0.46 0.47 0.48 0.48 0.46 0.46 0.47 0.47 0.48 0.48 0.47 0.46 0.46 0.48 -0.91 -0.94 -0.96 -0.93 -0.93 -0.95 -0.93 -0.96 -0.92 -0.95 -0.96 -0.93 -0.96